This record from OMol25 describes a single C6H12O molecule. The level of theory is ωB97M-V/def2-TZVPD.

The HOMO-LUMO gap comes out at 0.3618 Eh. The SMILES is CC(C)[C@H]1O[C@H]1C. The energy above the lowest of the compared OMol25 structures with the same formula, charge and spin is 106.7 kcal/mol. The calculation puts the LUMO energy at 1.01 eV. The value obtained for the HOMO energy is -8.84 eV. Its spin multiplicity is 1. Its total energy is -8459.7256 eV.

CARTESIAN COORDINATES (ANGSTROEM)
C (-1.6492, -0.9788, -0.7475)
C (-0.8147, 0.1438, -0.1387)
C (-1.6422, 1.0599, 0.7609)
C (0.3197, -0.4422, 0.6572)
O (1.3167, -1.1636, 0.0301)
C (1.6256, 0.2092, 0.8034)
C (2.4151, 0.2990, -0.7606)
H (-2.4558, -0.5757, -1.3696)
H (-1.0261, -1.6306, -1.3691)
H (-2.1033, -1.5949, 0.0396)
H (-0.3891, 0.7473, -0.9502)
H (-2.0665, 0.4985, 1.6036)
H (-2.4720, 1.5080, 0.2034)
H (-1.0254, 1.8687, 1.1700)
H (0.0109, -1.0650, 1.5006)
H (2.1266, -0.0477, 1.7698)
H (1.7810, 0.9195, -1.3852)
H (2.7709, -0.5477, -1.4274)
H (3.2777, 0.7925, -0.3902)

For reference, the natural (NBO) charges in units of e are:
1 C -0.60
2 C -0.25
3 C -0.60
4 C 0.04
5 O -0.51
6 C -0.03
7 C -0.51
8 H 0.21
9 H 0.22
10 H 0.20
11 H 0.20
12 H 0.20
13 H 0.21
14 H 0.21
15 H 0.19
16 H 0.19
17 H 0.20
18 H 0.21
19 H 0.19